A structure of composition C9H16N2O5S. Source: OMol25; level of theory: ωB97M-V/def2-TZVPD.

Computed properties:
Orbital gap in eV: 9.67
Largest force on an atom in hartree/bohr: 0.037
Net charge: 0
HOMO level in eV: -8.99
Calculated total energy in eV: -33643.412
Relative energy (zero: lowest compared OMol25 entry of this formula, charge and spin) in kJ/mol: 336.3
LUMO in Eh: 0.0251

XYZ file:
```
33
C9H16N2O5S, DFT ωB97M-V/def2-TZVPD
C -2.08 2.81 -1.60
C -0.36 1.37 -2.24
C 0.82 0.55 -2.02
C 2.58 -0.34 -0.76
C 3.05 -0.43 0.69
C 1.15 -0.89 2.03
C 0.20 -2.07 2.13
C -1.77 -0.72 2.08
C -2.07 -0.94 0.60
H -2.44 3.28 -0.69
H -2.88 2.14 -2.02
H -1.77 3.53 -2.34
H 2.42 -1.34 -1.17
H 3.31 0.15 -1.37
H 4.11 -0.78 0.67
H 3.04 0.52 1.14
H 1.32 -0.44 3.05
H 0.72 -0.10 1.40
H 0.62 -2.81 2.79
H 0.09 -2.48 1.14
H -2.72 -0.65 2.62
H -1.26 0.28 2.22
H -1.11 -1.11 0.04
H -2.72 -1.82 0.44
H -2.05 0.86 -0.09
N -0.74 1.42 -3.47
N 1.30 0.03 -3.10
O -0.96 2.03 -1.23
O 1.35 0.42 -0.80
O 2.35 -1.37 1.45
O -1.05 -1.76 2.71
O -2.75 0.18 0.07
S 0.31 0.51 -4.36
```

These are the Mulliken partial charges, in e, on atoms 1 to 8: atom 1 (C): -0.796, atom 2 (C): 0.795, atom 3 (C): 0.611, atom 4 (C): -0.575, atom 5 (C): -0.674, atom 6 (C): 0.068, atom 7 (C): -0.663, atom 8 (C): -0.445